Record 1
{
  "formula": "C21H27CsN6O2S3",
  "method": "ωB97M-V/def2-TZVPD",
  "homo_energy_ha": -0.27869,
  "orbital_gap_ha": 0.270,
  "species": ["Cs", "C", "C", "C", "C", "C", "C", "C", "S", "O", "O", "N", "C", "C", "C", "C", "C", "N", "H", "H", "H", "H", "H", "H", "H", "H", "H", "H", "H", "C", "C", "C", "C", "N", "C", "S", "N", "C", "H", "H", "H", "H", "H", "H", "H", "H", "C", "N", "C", "S", "N", "C", "H", "H", "H", "H", "H", "H", "H", "H"],
  "positions_angstrom": [[-0.475, -1.749, 0.195], [-3.990, 1.253, -7.057], [-3.445, 0.319, -6.010], [-2.143, -0.167, -6.086], [-1.645, -1.024, -5.118], [-2.454, -1.403, -4.058], [-3.754, -0.933, -3.964], [-4.241, -0.076, -4.937], [-1.809, -2.544, -2.862], [-0.462, -2.041, -2.555], [-1.839, -3.873, -3.427], [-2.679, -2.311, -1.582], [-3.232, -3.314, -0.819], [-3.854, -4.470, -1.340], [-4.428, -5.369, -0.474], [-4.392, -5.129, 0.900], [-3.756, -3.985, 1.326], [-3.176, -3.098, 0.510], [-3.239, 1.480, -7.812], [-4.317, 2.193, -6.610], [-4.853, 0.814, -7.560], [-1.510, 0.130, -6.913], [-0.629, -1.396, -5.171], [-4.361, -1.232, -3.119], [-5.256, 0.298, -4.864], [-3.863, -4.625, -2.407], [-4.916, -6.255, -0.860], [-4.843, -5.810, 1.608], [-3.693, -3.753, 2.385], [0.012, 3.883, 2.961], [1.030, 3.171, 3.787], [2.376, 3.353, 3.690], [3.203, 2.572, 4.533], [2.742, 1.690, 5.382], [1.398, 1.489, 5.490], [0.692, 0.394, 6.508], [0.582, 2.274, 4.685], [4.694, 2.719, 4.462], [0.493, 4.623, 2.325], [-0.718, 4.389, 3.594], [-0.522, 3.171, 2.330], [2.788, 4.075, 3.000], [-0.408, 2.094, 4.783], [4.990, 3.654, 3.988], [5.099, 1.886, 3.882], [5.118, 2.658, 5.462], [4.300, 2.176, 0.508], [3.214, 1.219, 0.699], [3.131, 0.357, 1.742], [1.658, -0.079, 2.413], [4.283, -0.125, 2.256], [5.502, -0.364, 1.491], [3.884, 3.080, 0.069], [5.075, 1.801, -0.158], [4.749, 2.439, 1.466], [2.304, 1.514, 0.386], [4.126, -0.714, 3.058], [6.200, 0.473, 1.543], [5.261, -0.562, 0.447], [5.994, -1.243, 1.899]],
  "lowdin_charge": [1.0856, -0.0548, -0.2771, -0.0399, -0.0527, -0.2739, -0.0516, -0.0409, 0.5133, -0.5588, -0.3098, -0.2693, -0.4586, -0.0220, -0.0780, -0.0951, -0.1717, -0.0099, 0.0714, 0.0797, 0.0812, 0.1092, 0.1160, 0.1079, 0.1140, 0.0998, 0.1050, 0.0935, 0.1004, -0.0040, -0.3095, -0.0061, -0.3337, 0.1037, -0.9186, 0.5809, 0.0778, -0.0262, 0.0839, 0.0939, 0.0914, 0.1127, 0.1331, 0.0773, 0.0633, 0.0871, -0.0733, -0.0332, -0.8781, 0.5575, -0.0433, -0.0711, 0.0900, 0.0771, 0.0725, 0.1064, 0.1168, 0.0754, 0.0927, 0.0908]
}

***

Record 2
{
  "formula": "C21H27F3IO4S",
  "method": "ωB97M-V/def2-TZVPD",
  "homo_energy_ha": -0.11836,
  "charge": -1,
  "orbital_gap_ha": 0.204,
  "species": ["C", "C", "O", "C", "C", "C", "O", "C", "C", "C", "C", "C", "C", "O", "H", "H", "H", "H", "H", "H", "H", "H", "H", "H", "H", "H", "H", "H", "H", "H", "H", "C", "C", "C", "C", "C", "I", "C", "C", "C", "C", "O", "S", "C", "F", "F", "F", "H", "H", "H", "H", "H", "H", "H", "H", "H", "H"],
  "positions_angstrom": [[4.533, -2.831, 2.163], [3.797, -1.715, 1.481], [2.411, -1.923, 1.769], [1.593, -0.837, 1.687], [0.258, -1.255, 2.171], [-0.839, -0.383, 1.926], [-0.740, 0.656, 1.267], [-2.212, -0.818, 2.479], [-2.935, -1.927, 1.696], [-2.518, -3.383, 1.950], [-1.203, -3.858, 1.290], [0.015, -3.819, 2.208], [0.196, -2.518, 2.986], [1.964, 0.252, 1.278], [5.608, -2.764, 1.999], [4.345, -2.807, 3.238], [4.192, -3.807, 1.814], [4.131, -0.748, 1.857], [3.942, -1.753, 0.398], [-2.117, -1.109, 3.534], [-2.838, 0.086, 2.419], [-4.000, -1.846, 1.988], [-2.888, -1.688, 0.618], [-2.489, -3.578, 3.032], [-3.328, -4.010, 1.538], [-1.344, -4.895, 0.953], [-1.009, -3.281, 0.382], [-0.033, -4.631, 2.944], [0.913, -4.017, 1.617], [1.154, -2.577, 3.517], [-0.579, -2.457, 3.760], [0.953, 3.796, -3.521], [-0.335, 3.168, -2.964], [-1.456, 3.664, -3.843], [-0.192, 1.656, -2.695], [-1.228, 0.774, -2.319], [-3.286, 1.240, -2.442], [-0.942, -0.460, -1.693], [0.379, -0.799, -1.394], [1.409, 0.064, -1.745], [1.115, 1.206, -2.478], [-0.345, 3.618, -1.576], [-1.592, 4.360, -0.758], [-1.160, 6.124, -1.096], [-2.037, 6.659, -2.020], [-1.212, 6.901, 0.011], [0.088, 6.202, -1.637], [1.145, 3.385, -4.528], [0.824, 4.877, -3.577], [1.799, 3.624, -2.839], [-1.140, 3.564, -4.895], [-2.361, 3.066, -3.739], [-1.676, 4.719, -3.670], [-1.747, -1.138, -1.401], [0.623, -1.738, -0.905], [2.436, -0.110, -1.437], [1.958, 1.817, -2.796]],
  "lowdin_charge": [-0.0884, -0.2450, -0.0763, -0.4811, -0.1187, -0.4426, -0.0183, -0.1318, -0.2035, -0.2089, -0.2049, -0.2163, -0.1926, 0.0508, 0.0670, 0.0764, 0.0725, 0.1169, 0.1150, 0.1002, 0.1058, 0.0993, 0.1017, 0.1078, 0.0957, 0.0960, 0.0942, 0.0998, 0.0974, 0.1027, 0.0945, -0.0436, -0.5461, -0.0905, -0.1813, -0.5766, 0.9461, -0.1505, -0.0699, -0.0545, -0.0353, -0.4604, 1.0560, -0.7838, 0.0287, 0.0755, 0.0733, 0.1029, 0.0784, 0.0846, 0.0981, -0.0726, 0.0747, 0.0755, 0.1062, 0.1048, 0.0954]
}

***

Record 3
{
  "formula": "C21H27MnNO2P2",
  "method": "ωB97M-V/def2-TZVPD",
  "homo_energy_ha": [-0.39536, -0.42036],
  "charge": 1,
  "multiplicity": 5,
  "orbital_gap_ha": [0.234, 0.229],
  "species": ["C", "C", "C", "C", "C", "C", "C", "C", "C", "C", "C", "C", "C", "H", "H", "H", "H", "H", "H", "H", "N", "Mn", "C", "H", "H", "C", "H", "H", "P", "P", "C", "H", "H", "H", "C", "H", "H", "H", "C", "H", "H", "H", "C", "H", "H", "H", "C", "O", "H", "C", "O", "H", "H", "H"],
  "positions_angstrom": [[2.101, -0.921, -4.052], [2.374, -0.164, -2.915], [2.047, 1.183, -2.926], [1.657, 1.849, -4.142], [1.390, 1.052, -5.306], [1.638, -0.328, -5.241], [1.937, 3.290, -3.948], [1.152, 3.782, -2.798], [1.597, 3.069, -1.631], [1.377, 3.609, -0.373], [0.491, 4.692, -0.243], [-0.038, 5.341, -1.382], [0.281, 4.938, -2.684], [2.344, -1.983, -4.039], [1.075, 1.527, -6.238], [1.447, -0.975, -6.109], [2.331, 3.923, -4.760], [0.272, 5.036, 0.763], [-0.710, 6.179, -1.201], [-0.094, 5.484, -3.560], [2.085, 1.759, -1.644], [0.508, 0.166, 0.104], [2.968, -0.722, -1.627], [3.483, 0.093, -1.092], [3.663, -1.546, -1.822], [2.101, 2.890, 0.742], [2.985, 2.370, 0.336], [2.442, 3.555, 1.531], [1.723, -1.452, -0.467], [1.089, 1.592, 1.563], [-0.209, 2.522, 2.427], [-0.952, 1.809, 2.816], [0.259, 3.070, 3.258], [-0.700, 3.227, 1.739], [2.083, 0.784, 2.851], [2.127, 1.468, 3.709], [1.578, -0.159, 3.128], [3.091, 0.578, 2.461], [0.986, -2.773, -1.429], [1.744, -3.560, -1.509], [0.098, -3.143, -0.901], [0.716, -2.413, -2.429], [2.651, -2.183, 0.896], [1.924, -2.493, 1.662], [3.176, -3.051, 0.479], [3.364, -1.455, 1.313], [-0.310, 0.786, -1.294], [-0.893, 1.248, -2.189], [2.784, 3.096, -3.323], [-1.609, -1.608, 1.348], [-0.271, -1.213, 1.542], [-1.763, -2.627, 0.922], [-2.042, -0.893, 0.628], [-2.242, -1.573, 2.259]],
  "lowdin_spin": [-0.0166, 0.0747, 0.0157, 0.1024, -0.0172, 0.1110, 0.0418, 0.1163, 0.0224, 0.0797, -0.0188, 0.1152, -0.0200, -0.0026, -0.0028, 0.0058, 0.0014, -0.0029, 0.0063, -0.0031, 0.3476, 2.8396, 0.0007, 0.0017, -0.0014, 0.0114, 0.0014, 0.0011, -0.0094, 0.0581, 0.0205, 0.0002, 0.0032, -0.0005, 0.0107, 0.0012, 0.0004, 0.0000, 0.0099, 0.0008, 0.0002, -0.0004, -0.0034, -0.0001, -0.0018, 0.0003, 0.0176, 0.0155, 0.0141, 0.0020, 0.0489, 0.0010, 0.0022, -0.0022]
}

***

The records above give, respectively, total energy values of -68305.6307; -57493.5806; -77688.0155 eV.
The records above give, respectively, relative energy (zero: lowest compared OMol25 entry of this formula, charge and spin) values of 1.6863; 0.5651; 2.0201 eV.